C6H8Na2O6 | ωB97M-V with the def2-TZVPD basis set

Atoms and positions in Å:
1 O 0.91533 1.43634 0.54652
2 C -0.04759 1.73483 -0.37585
3 C 2.10356 2.20834 0.30403
4 O -1.22839 1.58482 -0.06466
5 O 0.34683 2.77068 -1.12838
6 C 1.64821 3.22624 -0.73549
7 H 2.93091 1.60439 -0.08742
8 H 2.40967 2.62147 1.26921
9 H 2.28818 3.22652 -1.62380
10 H 1.54219 4.23547 -0.32154
11 Na 0.67528 -0.84149 1.52219
12 O 0.98347 -1.32543 -0.75297
13 O -1.20666 -1.63439 -1.11993
14 C -1.17848 -2.85511 -0.35555
15 C -1.86633 -2.60698 0.99344
16 O -1.44161 -1.42317 1.57094
17 C -0.03608 -0.86039 -1.25863
18 H -1.69153 -3.63006 -0.94260
19 H -0.13756 -3.16393 -0.18602
20 H -1.66973 -3.49890 1.62648
21 H -2.96695 -2.61278 0.81403
22 Na -2.37272 -0.19645 0.30599

Forces on atoms 1 to 3 (eV/Å):
O 0.7327 -0.6609 -0.4285
C -2.3834 1.9080 2.6006
C 0.2159 -0.3040 0.0327

Frontier orbital gap (alpha / beta) = 6.3347 / 6.3341 eV
Calculated total energy = -1009.475179 a.u.
LUMO energy (alpha / beta) = -0.2745 / -0.2745 eV

C30H43Cl3N5NdO3Si | ωB97M-V with the def2-TZVPD basis set

Atoms and positions in Å:
1 C -1.57798 -2.35742 -4.12390
2 C -1.09028 -3.14540 -2.94655
3 H -1.58904 -2.93187 -5.05915
4 H -0.91040 -1.49024 -4.25105
5 H -2.58847 -1.96296 -3.92950
6 C -0.48478 -4.33968 -3.05248
7 C -0.28408 -5.10558 -4.32835
8 H -0.19550 -4.88937 -2.15402
9 H -0.23076 -4.44610 -5.21200
10 H -1.10754 -5.83228 -4.49146
11 H 0.65290 -5.69095 -4.28468
12 Nd -0.03304 0.67927 -0.48947
13 Cl -2.60946 1.38804 -0.60125
14 Cl 1.96833 2.09420 -1.51291
15 H 0.75745 5.43591 3.43784
16 H -1.36019 6.25320 2.59191
17 C 1.03828 5.00416 2.47243
18 C -1.08535 5.92380 1.58325
19 N -0.15436 4.80323 1.65634
20 H 1.55916 4.05462 2.61674
21 C -0.42916 3.64218 1.06263
22 O 0.19435 2.56291 1.24518
23 H -1.97219 5.60111 1.02360
24 H -1.29642 3.66260 0.36966
25 H 1.71580 5.72997 2.00788
26 H -0.62727 6.78192 1.07855
27 H 1.28528 -1.51921 -3.21512
28 H 2.41183 -4.18748 -2.12467
29 C 2.36881 -1.36291 -3.04461
30 C 3.27510 -3.48843 -2.09502
31 N 2.82965 -2.11712 -1.87957
32 H 2.52992 -0.28905 -2.88488
33 C 2.80944 -1.61118 -0.63226
34 O 2.21386 -0.55902 -0.33032
35 H 3.92808 -3.77630 -1.25234
36 H 3.34956 -2.21716 0.12638
37 H 2.95065 -1.71824 -3.90903
38 H 3.83257 -3.53366 -3.04617
39 O -0.50571 -1.29954 -1.57950
40 C -1.27113 -2.43391 -1.59441
41 C 0.21494 -3.81775 -0.07916
42 C -1.05526 -3.31315 -0.35134
43 H 1.06600 -3.46989 -0.67591
44 C 0.38331 -4.81954 0.88792
45 H -2.32987 -2.11061 -1.58136
46 C -2.14305 -3.70787 0.43019
47 H 1.39259 -5.22862 1.05231
48 C -0.72896 -5.29274 1.59453
49 C -1.99862 -4.73011 1.37816
50 H -3.10475 -3.22096 0.22961
51 H -0.60105 -6.14694 2.27870
52 H -2.87099 -5.08363 1.94389
53 Si -0.54865 3.59816 -4.10216
54 Cl -0.77440 1.50198 -3.56137
55 C 1.20026 4.23177 -4.01918
56 C -1.57431 4.42670 -2.74827
57 C -0.98488 3.97681 -5.95000
58 H 1.81502 3.61824 -3.33965
59 H 1.19603 5.24971 -3.60082
60 H 1.67302 4.28353 -5.01092
61 H -0.19838 3.61415 -6.63327
62 H -1.03233 5.07272 -6.07474
63 H -1.95288 3.58028 -6.29213
64 H -1.51702 3.91916 -1.77279
65 H -2.63705 4.42096 -3.03764
66 H -1.24461 5.47531 -2.61073
67 N -0.65315 1.49736 10.61968
68 C -0.52821 1.12949 9.51352
69 C -0.37480 0.67725 8.14430
70 C -1.07840 1.30736 7.10534
71 C -0.89849 0.89291 5.77871
72 C -0.01529 -0.15028 5.49138
73 C 0.65822 -0.81426 6.52342
74 C 0.48124 -0.39229 7.84940
75 N 0.23790 -0.50794 4.16432
76 C 1.09027 -1.52616 3.72017
77 C 1.04014 -1.50756 2.35782
78 N 0.17569 -0.49578 1.93456
79 C -0.27700 0.08748 3.04427
80 H -1.75152 2.12376 7.34436
81 H -1.43606 1.39243 4.97854
82 H 1.32987 -1.63999 6.30108
83 H 1.01514 -0.88738 8.66193
84 H 1.64422 -2.15284 4.39522
85 H 1.57912 -2.12512 1.66286
86 H -0.91490 0.95344 3.08572

Forces on atoms 1 to 3 (eV/Å):
C 0.1036 0.3604 -0.0645
C 0.5191 -0.9698 0.5988
H -0.0538 0.1791 0.3320

Frontier orbital gap (alpha / beta) = 7.7590 / 7.7795 eV
Spin multiplicity = 4
Calculated total energy = -3900.203525 a.u.
LUMO energy (alpha / beta) = -0.4171 / -0.4170 eV

C8H9NOS | ωB97M-V with the def2-TZVPD basis set

Atoms and positions in Å:
1 C 0.98638 3.05657 -0.63468
2 C 0.81726 1.89364 -0.32390
3 C -2.72147 -0.13693 1.09796
4 C -3.00382 -0.25187 -0.25357
5 C -0.69829 0.18184 0.29617
6 C 1.44427 -1.90685 -0.35238
7 C 1.60835 -0.42415 -0.75885
8 C 0.75859 0.53409 0.20903
9 N -1.42098 0.11766 1.35202
10 O 1.35942 0.48105 1.49809
11 S -1.62111 0.07969 -1.20498
12 H 0.86317 3.98475 -1.11415
13 H -3.39913 -0.21953 1.84462
14 H -4.05091 -0.40456 -0.52519
15 H 1.52641 -2.11278 0.63529
16 H 2.26662 -2.39353 -0.92482
17 H 0.37540 -2.20875 -0.55559
18 H 1.47952 -0.35023 -1.75407
19 H 2.71925 -0.06272 -0.60995
20 H 0.71106 0.14262 2.07895

Forces on atoms 1 to 3 (eV/Å):
C -0.8810 -2.0936 -0.0308
C 0.7704 2.0368 0.0160
C 5.6096 1.1725 1.6207

Frontier orbital gap (alpha / beta) = 6.2710 / 7.2843 eV
Spin multiplicity = 3
Calculated total energy = -838.176260 a.u.
LUMO energy (alpha / beta) = 0.6750 / -2.7363 eV

H34KrO17 | ωB97M-V with the def2-TZVPD basis set

Atoms and positions in Å:
1 Kr -0.03245 0.08084 0.20306
2 O -3.34561 1.62964 -0.15909
3 H -2.80242 1.69099 0.62667
4 H -3.60357 0.70882 -0.20120
5 O -0.19907 -0.23762 3.67792
6 H -0.62295 0.04560 4.48806
7 H 0.49120 0.40871 3.52957
8 O 1.53753 -2.45449 -2.16899
9 H 1.47252 -2.58960 -1.22361
10 H 2.03479 -1.64185 -2.26163
11 O -3.29417 -0.86802 -2.54541
12 H -2.66707 -1.58142 -2.66387
13 H -3.38664 -0.78490 -1.59631
14 O 1.62788 -3.40007 0.50064
15 H 1.07823 -4.09261 0.13390
16 H 1.16290 -3.11611 1.28766
17 O 0.15983 4.45064 1.46587
18 H 1.08869 4.41094 1.69366
19 H -0.00424 3.63935 0.98512
20 O -0.02029 -2.82687 2.60634
21 H -0.92115 -2.89550 2.29017
22 H -0.00280 -2.01052 3.10583
23 O -1.38244 1.38482 -2.97017
24 H -1.57847 1.49364 -3.90075
25 H -1.83681 0.57980 -2.72174
26 O -4.16528 -1.20680 0.00377
27 H -3.36264 -1.65084 0.27736
28 H -4.83879 -1.88613 0.03748
29 O -1.27917 -2.84123 -2.48263
30 H -0.37251 -2.60326 -2.67640
31 H -1.47060 -3.56394 -3.08037
32 O -0.71269 3.01485 -0.83183
33 H -0.09358 3.39395 -1.45570
34 H -1.15740 2.32490 -1.32419
35 O 3.22832 -1.14538 0.48359
36 H 3.17187 -0.85661 -0.42726
37 H 2.71484 -1.95271 0.51166
38 O 3.05745 -0.24594 -2.31221
39 H 2.81138 0.67586 -2.23504
40 H 3.64136 -0.27581 -3.07011
41 O 3.91627 1.23203 1.80438
42 H 3.70921 0.34559 1.50844
43 H 4.45183 1.10464 2.58744
44 O 1.09067 1.53511 -3.93064
45 H 1.70595 1.78915 -3.24280
46 H 0.24760 1.46170 -3.48334
47 O 1.55298 1.79542 3.35004
48 H 2.33558 1.72573 2.80330
49 H 1.84699 2.26375 4.13135
50 O -2.62528 1.12184 2.71128
51 H -2.53116 1.81822 3.36123
52 H -1.82660 0.60169 2.79948

Forces on atoms 1 to 3 (eV/Å):
Kr 0.0063 -0.1649 0.0201
O 0.1673 0.2068 -0.6583
H 0.0465 0.0755 0.5358

Frontier orbital gap = 10.2762 eV
Calculated total energy = -4053.123232 a.u.
LUMO energy = -0.1237 eV

C54H50ClGeIN6O3Sr | ωB97M-V with the def2-TZVPD basis set

Atoms and positions in Å:
1 Sr 0.90050 0.61400 -0.27300
2 C -7.45980 -1.04920 -0.51420
3 C -6.92490 -1.36720 0.85180
4 C -7.67470 -2.11090 1.74470
5 C -7.16230 -2.50760 2.96920
6 C -5.85630 -2.18310 3.28680
7 C -5.09730 -1.42280 2.41910
8 C -5.62630 -0.96590 1.21280
9 N -4.92150 -0.12190 0.36310
10 C -3.49920 0.05610 0.35050
11 N -3.06990 0.71910 1.44680
12 C -1.80940 1.21370 1.83310
13 C -0.78530 1.37490 0.90770
14 C 0.42340 1.91650 1.41730
15 C 0.36420 2.69780 2.62280
16 C -0.58300 2.36860 3.54640
17 C -1.66020 1.55170 3.19110
18 C -2.63420 1.09370 4.23280
19 N -2.79740 -0.25280 -0.67720
20 C -3.27840 -1.13180 -1.62670
21 C -4.05870 -2.25410 -1.29570
22 C -4.55460 -3.10800 -2.26230
23 C -4.25320 -2.88780 -3.59270
24 C -3.41480 -1.83290 -3.92450
25 C -2.92200 -0.95270 -2.97750
26 C -1.99570 0.15750 -3.35020
27 H -8.47710 -1.42110 -0.60430
28 H -6.84150 -1.53740 -1.27260
29 H -7.46450 0.02380 -0.70700
30 H -8.67540 -2.41010 1.46560
31 H -7.76190 -3.08870 3.65180
32 H -5.41910 -2.52910 4.21190
33 H -4.06400 -1.22050 2.65070
34 H -5.25840 -0.17020 -0.59170
35 H -3.78670 0.87820 2.14060
36 H 1.21460 2.26500 0.74440
37 H 1.18120 3.38490 2.83740
38 H -0.49960 2.75410 4.55640
39 H -2.25520 1.31670 5.23040
40 H -2.79060 0.01270 4.16900
41 H -3.60290 1.59430 4.12580
42 H -4.25800 -2.48170 -0.25950
43 H -5.16910 -3.94940 -1.97280
44 H -4.64430 -3.54500 -4.35440
45 H -3.12790 -1.68870 -4.95410
46 H -1.47540 -0.09110 -4.27150
47 H -1.24160 0.27850 -2.51660
48 H -2.55590 1.07400 -3.50490
49 Cl 1.40120 -3.88110 -6.73490
50 C 1.38810 -2.65770 -5.51430
51 C 2.23940 -1.56910 -5.68330
52 C 2.22060 -0.61960 -4.68560
53 I 3.41110 1.09290 -4.52870
54 C 1.44120 -0.66150 -3.53590
55 O 1.61150 0.34640 -2.63230
56 C 0.60570 -1.80190 -3.36300
57 N -0.09790 -1.86600 -2.20940
58 C -0.82120 -2.96710 -1.99770
59 C -0.95630 -3.99310 -2.92040
60 C -0.27940 -3.92740 -4.13630
61 C 0.56380 -2.82090 -4.37310
62 H 2.89490 -1.50490 -6.53580
63 H -1.33850 -3.00400 -1.05460
64 H -1.58570 -4.84070 -2.69790
65 H -0.37520 -4.70940 -4.87240
66 O 0.35410 -0.85720 1.06090
67 C -0.26990 -0.96380 2.13140
68 O -0.02610 -0.37610 3.18490
69 H -1.12820 -1.64100 2.12230
70 C -3.93280 4.32310 -1.73730
71 C -2.61520 3.81200 -2.20210
72 C -1.88580 4.12950 -3.33720
73 C -0.73850 3.31550 -3.28060
74 N -0.77780 2.58570 -2.18100
75 N -1.90230 2.87870 -1.53640
76 C 0.40260 3.02500 -4.17980
77 H -4.12260 5.30380 -2.16180
78 H -3.95550 4.38960 -0.65360
79 H -4.73040 3.65310 -2.05230
80 H -2.15660 4.84970 -4.07930
81 H -2.06210 2.26320 -0.73520
82 H 0.05240 2.59880 -5.11460
83 H 0.94590 2.26330 -3.59020
84 H 1.00870 3.89710 -4.39620
85 C 2.85680 0.68130 0.52430
86 Ge 1.77060 0.42990 2.09190
87 C 2.57110 -1.19620 2.67740
88 C 3.92960 -1.00900 2.76100
89 C 4.76800 -2.08050 2.95040
90 C 4.22650 -3.35470 3.03470
91 C 2.85880 -3.54440 2.94440
92 C 2.03230 -2.45410 2.75290
93 C 2.70820 1.68450 3.12680
94 C 3.40940 2.67210 2.50910
95 C 4.50510 3.25300 3.14690
96 C 4.92440 2.75230 4.35300
97 C 4.24550 1.68390 4.98310
98 C 4.67450 1.03360 6.15670
99 C 3.97500 -0.03490 6.65340
100 C 2.79270 -0.48060 6.04300
101 C 2.34970 0.13240 4.90810
102 C 3.08010 1.18590 4.35650
103 H 3.87160 0.86310 0.90530
104 H 2.56060 1.60550 0.04680
105 H 2.91570 -0.21380 -0.07840
106 H 4.31750 0.00920 2.67530
107 H 5.83740 -1.92440 3.01580
108 H 4.88200 -4.20830 3.15830
109 H 2.43540 -4.53970 2.99270
110 H 0.95320 -2.57650 2.65050
111 H 3.10350 3.02570 1.50890
112 H 5.03700 4.05880 2.65290
113 H 5.81010 3.15830 4.83010
114 H 5.58350 1.37420 6.64340
115 H 4.33530 -0.54780 7.53830
116 H 2.25220 -1.32330 6.45800
117 H 1.41700 -0.17020 4.46040

Forces on atoms 1 to 3 (eV/Å):
Sr -5.1059 -2.2761 -14.4714
C 0.0336 -0.0055 0.1581
C 0.0435 0.0994 -0.1785

Frontier orbital gap (alpha / beta) = 5.1770 / 6.9264 eV
Spin multiplicity = 2
Charge = -1
Calculated total energy = -5507.346330 a.u.
LUMO energy (alpha / beta) = 2.2708 / 2.2507 eV

Look up the calculated total energy of the second one. -3900.203525 a.u.

Number 2 is which compound? C30H43Cl3N5NdO3Si

Which of these has the highest calculated total energy? C8H9NOS

The highest calculated total energy belongs to which entry? C8H9NOS